Density functional theory data (the ωB97M-V functional and the def2-TZVPD basis) for a cluster of 3 separate species, C28H58N4O13P3 in total at a distorted geometry.

Properties
Total charge: +1
Frontier orbital gap (eV): 8.44
Multiplicity: 1
Maximum force (eV Å⁻¹): 5.30
HOMO energy (hartree): -0.404

Geometry as XYZ:
```
106
Properties=species:S:1:pos:R:3:lowdin_charge:R:1
P -1.6439 5.2111 -0.9863 0.887
P -4.7647 -5.3463 -5.7067 0.454
P 8.1972 -1.7082 2.8436 0.458
O 9.0003 -2.5603 3.9588 -0.213
O 2.8796 2.1207 -2.2608 0.126
O -5.0318 -6.8443 -6.1774 -0.235
O -2.2990 6.2143 0.1474 -0.264
O 9.1623 -1.4657 1.7511 -0.239
O -0.1584 5.8537 -1.2166 -0.250
O 1.3077 3.7457 -2.3834 -0.020
O 7.9857 -0.4476 3.8275 -0.255
O -0.6485 1.8754 2.2744 -0.045
O -5.7338 -5.4655 -4.4228 -0.245
O -5.2643 -4.4288 -6.7524 -0.242
O 6.7201 -1.5900 2.2273 -0.246
O -3.6415 -4.4953 -4.8915 -0.228
N 0.0600 -1.0903 0.7716 0.152
N -4.9969 2.6582 0.6357 -0.102
N -0.8668 1.0928 1.1127 -0.068
N -3.7871 -1.2200 -1.7004 0.018
C 1.5805 1.3125 3.3222 -0.167
C -0.6637 -0.3555 1.5574 -0.254
C -3.0737 0.0753 0.2274 -0.117
C -6.2834 -7.0855 -6.8360 -0.085
C -0.0729 2.8536 -0.5290 -0.218
C 0.2137 2.8960 -2.0521 -0.144
C 9.1320 0.2617 4.3015 -0.099
C 9.3148 -3.9393 3.6577 -0.082
C -2.5892 -0.6475 -1.0378 -0.252
C -0.2881 -2.8201 2.3435 -0.032
C -0.0162 1.3807 -0.0556 -0.050
C 2.6161 0.6149 2.4290 -0.252
C -5.5254 2.2540 1.9387 -0.108
C -2.5786 2.6320 -0.0467 -0.384
C -2.3905 -4.2419 -5.5658 -0.093
C 6.5325 -0.5495 1.2689 -0.100
C -6.2883 -4.2801 -3.8620 -0.105
C 0.6815 2.3067 2.5668 -0.146
C -3.7195 3.3932 0.6938 -0.180
C -1.3551 3.6021 -0.0663 -0.306
C -2.3345 1.3106 0.7394 -0.132
C -1.2374 -0.7055 2.7616 0.006
C -3.0993 2.4478 -1.4790 -0.047
C 0.2475 -2.3531 1.1631 -0.079
C 3.5068 -0.3513 3.2475 -0.082
C 2.5150 3.2387 -2.0035 -0.518
C 3.3827 4.2198 -1.2551 0.031
C -1.0326 -2.0096 3.1869 -0.006
H -3.4409 3.3869 -1.9105 0.074
H -6.2147 -6.7988 -7.8823 0.091
H -0.6340 3.2381 -2.6404 0.115
H -0.1214 -3.8537 2.6179 0.118
H 4.1359 4.6506 -1.9120 0.099
H -1.6690 -3.9229 -4.8172 0.081
H 9.5918 -4.4242 4.5895 0.088
H 9.4791 -0.1690 5.2403 0.085
H -6.2713 1.4736 1.7675 0.083
H -4.7659 1.8119 2.5786 0.071
H -7.0935 -6.5458 -6.3508 0.088
H -2.5213 -3.4490 -6.3014 0.090
H 1.2697 2.7190 1.7465 0.115
H 0.5503 3.1508 3.2446 0.140
H -6.4671 -8.1549 -6.7659 0.094
H 7.0443 0.3644 1.5653 0.093
H 8.4579 -4.4586 3.2326 0.085
H 3.8198 3.7538 -0.3762 0.086
H 2.1658 1.9006 4.0337 0.126
H -1.1712 3.8730 0.9864 0.116
H 0.9996 0.6070 3.9187 0.111
H 0.7643 3.3898 -0.0810 0.122
H -3.9576 1.7806 -1.5301 0.081
H -4.0487 -0.6160 -2.4672 0.068
H -4.0821 0.4235 0.0071 0.106
H -2.3611 2.0445 -2.1737 0.078
H -7.2404 -4.5416 -3.4051 0.089
H -3.2270 -0.6776 1.0010 0.121
H -1.4318 -2.3674 4.1235 0.124
H -2.1228 0.0161 -1.7668 0.090
H 4.4112 0.1276 3.6126 0.080
H -5.6263 -3.8884 -3.0878 0.072
H -2.3883 5.7772 1.0036 0.048
H -1.8248 -0.0239 3.3570 0.134
H -3.5927 -2.1423 -2.0633 0.059
H -2.7879 1.4894 1.7150 0.128
H -2.0128 -5.1375 -6.0556 0.087
H 8.8285 1.2912 4.4800 0.086
H -6.4577 -3.5184 -4.6240 0.087
H 1.0318 1.1882 0.1570 0.125
H -3.4612 3.4621 1.7568 0.126
H 9.9366 0.2450 3.5663 0.087
H -3.8950 4.3664 0.2382 0.108
H 0.4602 1.9008 -2.4365 0.128
H 2.8972 -0.7674 4.0478 0.073
H 2.1759 0.1305 1.5596 0.078
H -1.9142 -1.4787 -0.8508 0.102
H 10.1533 -3.9826 2.9645 0.092
H -6.0655 3.0699 2.4291 0.084
H 3.2844 1.4148 2.0921 0.109
H -0.2571 0.7644 -0.9132 0.128
H 6.8812 -0.8675 0.2891 0.094
H -0.0610 6.6607 -0.6914 0.071
H 2.7627 5.0520 -0.9174 0.077
H -5.6755 3.1963 0.1207 0.116
H 0.8253 -3.0256 0.5449 0.125
H 3.8214 -1.1249 2.5478 0.062
H 5.4628 -0.3541 1.2168 0.067
```